20
Properties=species:S:1:pos:R:3:forces:R:3:lowdin_charge:R:1 method="wB97M-V/def2-TZVPD" e_homo_ha="-0.097 / -0.098" charge=-1 multiplicity=2 orbital_gap_ev="6.8 / 6.5" s2=0.760
O -0.78543 2.04412 -0.22576 0.0 0.0 -0.4 -0.337
C 0.02340 2.26261 0.81536 0.6 -1.0 0.8 -0.540
C 1.19652 1.24490 1.01453 0.6 0.9 0.6 -0.118
C 1.06836 -0.01397 1.65995 -2.2 -3.5 -0.3 -0.213
C 0.52533 -1.35412 0.47810 2.0 2.2 2.7 -0.130
C -0.59289 -0.86644 -0.36407 -1.8 -1.0 -0.1 -0.276
C -0.48536 -0.88235 -1.84217 0.0 0.4 -0.3 -0.195
C -1.52120 -1.08853 -2.65996 0.3 -0.6 0.3 -0.039
H -0.54738 2.20539 1.79711 0.3 0.2 0.0 0.081
H 0.57116 3.22086 0.83349 -0.1 0.6 -0.1 0.059
H 2.24114 1.58716 1.08055 -0.3 0.4 -0.7 0.070
H 0.28356 -0.10421 2.44501 0.1 0.4 -0.5 0.086
H 1.91780 -0.60687 2.02912 0.3 0.9 0.0 0.066
H 1.57725 -1.37277 0.19029 -0.5 -0.6 -1.4 0.067
H 0.38755 -2.15861 1.18860 -0.4 -0.4 -0.1 0.061
H -1.60122 -1.30837 -0.12451 0.9 -0.2 0.1 0.122
H -0.82359 0.18290 -0.10329 0.4 0.5 -0.5 0.073
H 0.47408 -0.56132 -2.23675 -0.1 0.5 -0.1 0.097
H -1.54832 -0.75650 -3.68920 0.2 -0.4 -0.2 0.029
H -2.36073 -1.67387 -2.28638 -0.3 0.6 0.0 0.037

---

31
Properties=species:S:1:pos:R:3:forces:R:3:lowdin_charge:R:1 method="wB97M-V/def2-TZVPD" e_homo_ha=-0.403 charge=+1 multiplicity=1 orbital_gap_ev=6.8
Ga 0.01140 -0.52464 0.24621 0.0 0.1 0.0 0.073
N -0.99144 0.45885 -1.23935 0.0 -0.1 -0.1 0.013
C -0.85507 1.92995 -1.08261 0.0 0.0 0.0 -0.163
C -0.56325 2.28640 0.37163 0.0 0.0 0.0 -0.160
N 0.49577 1.42310 0.95700 0.0 0.0 0.0 -0.112
C 1.89560 1.79584 0.66967 0.0 0.0 0.0 -0.139
C 2.35226 1.19936 -0.65682 0.0 0.0 0.0 -0.167
N 1.91320 -0.20894 -0.71400 0.0 0.0 0.0 0.045
H -0.71549 0.16942 -2.17433 0.0 0.0 0.0 0.130
H -1.98478 0.16358 -1.17552 -0.1 0.1 0.0 -0.065
H -1.77393 2.42823 -1.39003 0.0 0.0 0.0 0.137
H -0.06490 2.28098 -1.74237 0.0 0.0 0.0 0.113
H -1.45966 2.12195 0.96904 0.0 0.0 0.0 0.113
H -0.28659 3.33926 0.44828 0.0 0.0 0.0 0.138
H 0.35572 1.41311 1.96277 0.0 0.0 0.0 0.120
H 2.50633 1.38904 1.47682 0.0 0.0 0.0 0.140
H 2.02430 2.87942 0.66621 0.0 0.0 0.0 0.137
H 3.43497 1.28586 -0.74159 0.0 0.0 0.0 0.136
H 1.92131 1.73135 -1.50178 0.0 0.0 0.0 0.112
H 2.55976 -0.80432 -0.19910 0.0 0.0 0.0 0.108
H 1.92040 -0.56177 -1.66710 0.0 0.0 0.0 0.130
Se -4.18376 -0.80467 -1.24199 0.1 0.0 0.0 0.063
Sb -3.41446 -1.93442 0.70266 0.0 -0.1 0.1 -0.007
Se -4.84585 -3.08431 2.36342 0.0 0.0 0.0 0.108
Se -3.29470 -4.39283 1.00487 0.0 0.0 0.0 0.118
Se -1.60494 -0.82574 2.01471 0.1 0.0 0.0 0.340
O 2.06499 -3.58258 -0.37496 0.0 0.0 0.0 -0.230
Cl 0.95754 -3.10390 0.35596 -0.1 0.0 0.1 0.744
O 0.21457 -4.09443 1.01576 0.0 0.0 0.0 -0.244
O 0.04073 -2.34779 -0.60284 0.0 0.0 0.0 -0.363
O 1.37000 -2.02534 1.27934 0.0 -0.1 0.0 -0.370

---

23
Properties=species:S:1:pos:R:3:forces:R:3:lowdin_charge:R:1 method="wB97M-V/def2-TZVPD" e_homo_ha=-0.473 charge=+1 multiplicity=1 orbital_gap_ev=4.3
N -2.63499 -0.79037 -1.71157 0.0 -0.2 0.4 0.056
C -1.11674 1.85235 2.41916 -0.2 0.0 -0.3 -0.110
C -1.72888 2.71175 3.21795 0.2 -0.2 0.1 -0.059
N 0.21865 -0.05457 -0.41970 0.9 0.2 0.8 0.263
C 0.45735 -1.37622 0.01305 -0.5 -0.5 -1.4 -0.147
C 1.52945 -1.93249 -0.92735 1.0 0.1 -0.3 -0.135
C 2.43666 -0.71916 -1.14599 -0.8 0.8 0.6 -0.123
C 1.40762 0.45273 -0.98054 0.9 -1.9 -0.7 -0.136
H -3.23078 -0.13520 -2.19728 0.1 0.0 -0.1 0.028
H -1.74550 -0.37541 -1.47502 -0.1 0.1 -0.1 -0.045
H -2.53288 -1.64782 -2.23266 0.0 0.1 -0.2 0.019
H -1.67097 1.37853 1.61592 0.0 -0.1 0.0 0.030
H -0.06836 1.59847 2.50733 0.1 0.1 0.1 0.028
H -1.21143 3.21264 4.02559 0.0 0.0 0.0 0.054
H -2.78836 2.90083 3.11108 0.0 0.1 0.0 0.055
H 0.86444 -1.32099 1.04654 -0.1 0.4 0.1 0.208
H -0.46107 -1.96870 0.04731 -0.2 0.3 0.4 0.146
H 1.07711 -2.21790 -1.87633 -0.2 -0.1 0.1 0.127
H 2.07907 -2.78614 -0.53789 -0.2 0.0 0.2 0.131
H 3.15964 -0.59075 -0.34262 0.3 -0.3 -0.1 0.122
H 2.91966 -0.70006 -2.11669 0.1 0.0 0.1 0.124
H 1.81301 1.24960 -0.33904 -0.6 0.6 0.1 0.184
H 1.20645 0.91847 -1.95679 -0.5 0.5 0.2 0.177

---

Respective electronic energy values: -348.99127, -12856.02830, -346.69055 Eh.